Entry 1:
Molecular formula: C41H46N9O12P
Method: DFT, the ωB97M-V functional and the def2-TZVPD basis

```
109
Properties=species:S:1:pos:R:3:forces:R:3
N -0.897634 -0.257620 -0.517862 0.368 -1.045 0.176
C -1.233007 0.938278 -0.691105 -0.176 0.152 -0.733
N -0.548244 1.960550 -0.041195 0.487 -0.178 0.059
N -2.313862 1.279030 -1.555726 -0.062 0.145 0.680
C -3.309862 2.178598 -0.957935 -0.346 0.149 -1.173
C -4.691235 1.774611 -1.460288 0.423 0.136 -0.100
C -5.810177 2.669835 -0.933226 0.127 -0.959 0.066
C -6.528467 2.047307 0.263243 -0.026 0.542 -0.239
P -8.161105 1.215358 -0.228480 0.297 -0.056 0.369
H -1.528457 -0.838976 -1.058506 -0.141 -0.175 0.126
H -0.048856 2.506626 -0.737327 -0.262 0.487 0.116
H 0.186435 1.492719 0.495725 -0.340 0.401 0.122
H -1.996585 1.608195 -2.456252 0.045 0.022 -0.022
H -3.250934 2.195058 0.121024 0.176 -0.156 0.271
H -3.155168 3.191042 -1.330434 0.158 0.394 0.348
H -4.624067 1.823251 -2.543628 -0.119 0.021 -0.326
H -4.836424 0.724955 -1.234799 -0.261 -0.270 0.189
H -6.519943 2.809309 -1.747963 -0.252 0.371 -0.113
H -5.391538 3.629584 -0.651898 -0.011 0.357 -0.150
H -5.870959 1.391239 0.829262 0.101 -0.304 -0.028
H -6.804785 2.848769 0.937601 -0.270 0.113 0.321
H -7.510590 0.443627 -1.244435 -0.023 0.090 -0.040
H -8.724439 2.517216 -0.425658 0.015 -0.051 -0.165
H -8.278962 0.606346 1.055490 -0.100 0.002 -0.119
H -9.436648 0.635301 -0.647580 -0.037 -0.066 0.035
C -2.569282 0.937416 5.487775 -0.028 0.082 -0.011
C -3.484648 0.133062 4.822574 0.111 0.015 0.097
C -4.609984 0.695804 4.246800 -0.071 -0.265 -0.105
C -4.803003 2.061104 4.338847 0.188 -0.058 0.067
C -3.904250 2.877968 5.000203 0.090 0.219 0.090
C -2.781469 2.307574 5.579199 -0.019 -0.149 -0.039
N -5.987810 2.651764 3.703244 -0.099 0.062 -0.054
O -6.763377 1.893218 3.151794 -0.045 0.099 0.329
O -6.120935 3.860689 3.751869 0.006 -0.182 -0.016
H -1.687046 0.496275 5.932377 -0.003 -0.004 0.001
H -3.324428 -0.933236 4.748832 0.012 0.001 -0.007
H -5.322658 0.070104 3.729343 -0.065 0.108 -0.035
H -4.068578 3.943084 5.067009 -0.114 -0.010 -0.084
H -2.068470 2.933225 6.098083 -0.012 0.026 -0.006
C 5.822631 -0.861692 -1.461546 -0.100 0.042 0.016
C 5.040019 -1.277938 -0.392196 0.061 0.096 -0.107
C 4.028995 -0.463017 0.088631 -0.058 -0.190 0.187
C 3.814176 0.762594 -0.516050 0.180 -0.132 -0.084
C 4.587132 1.196231 -1.578765 0.066 0.172 -0.166
C 5.597962 0.375585 -2.050912 -0.033 -0.089 0.098
N 2.730404 1.617872 -0.023912 -0.038 0.008 0.070
O 2.081215 1.216351 0.925369 0.345 0.073 -0.042
O 2.531830 2.675733 -0.594878 -0.043 -0.136 0.062
H 6.604868 -1.499000 -1.839533 0.056 0.019 -0.074
H 5.216677 -2.241601 0.066504 -0.013 0.006 0.023
H 3.418690 -0.785680 0.919097 -0.092 0.110 -0.030
H 4.409323 2.157488 -2.037586 -0.112 0.019 0.085
H 6.210293 0.698789 -2.881400 -0.007 0.012 -0.006
C 8.144335 -7.210121 0.309070 0.005 0.007 0.000
C 8.352643 -6.135860 1.163480 -0.031 -0.103 -0.099
C 8.406215 -4.847784 0.658492 0.015 0.135 0.229
C 8.245625 -4.656806 -0.702512 -0.025 -0.238 0.110
C 8.044820 -5.716295 -1.569505 -0.047 -0.080 -0.243
C 7.994582 -7.000642 -1.055740 0.013 -0.001 0.131
N 8.281581 -3.291705 -1.238358 0.152 -0.028 0.035
O 8.472019 -2.381670 -0.450780 -0.095 -0.079 -0.241
O 8.116268 -3.142057 -2.435210 0.025 0.030 0.164
H 8.098595 -8.214869 0.708057 0.008 -0.002 -0.002
H 8.472635 -6.301483 2.224888 0.017 0.030 0.008
H 8.572668 -4.011684 1.321739 0.038 0.068 -0.104
H 7.926566 -5.550947 -2.630036 0.010 0.134 0.020
H 7.835980 -7.839272 -1.719266 0.000 0.012 -0.023
C 10.007552 2.024316 2.103314 0.001 -0.001 -0.006
C 9.363968 0.965992 1.476399 0.090 0.121 0.076
C 9.804875 -0.331251 1.679338 -0.230 -0.125 -0.132
C 10.884435 -0.549774 2.514190 -0.082 0.226 -0.032
C 11.542035 0.493156 3.141446 0.185 0.090 0.161
C 11.097626 1.787951 2.931289 -0.106 -0.011 -0.081
N 11.336262 -1.929163 2.750315 0.045 -0.152 0.027
O 10.746122 -2.825288 2.172354 0.075 0.102 0.098
O 12.268157 -2.096694 3.512105 -0.109 0.005 -0.114
H 9.658683 3.036776 1.947090 0.007 0.002 -0.003
H 8.516535 1.150022 0.829914 -0.003 -0.038 -0.012
H 9.303360 -1.152747 1.191754 0.111 -0.065 0.065
H 12.386962 0.307293 3.787617 -0.016 -0.135 -0.019
H 11.599333 2.613746 3.416408 0.019 -0.013 0.012
C -7.189594 -3.598702 0.622653 -0.007 0.002 -0.011
C -7.172387 -3.341227 1.986813 0.021 -0.016 -0.117
C -5.965582 -3.253807 2.661163 -0.123 0.065 0.197
C -4.788772 -3.422744 1.953990 -0.211 0.003 -0.090
C -4.788171 -3.686102 0.596641 0.117 -0.035 -0.228
C -5.999202 -3.774675 -0.070019 -0.095 0.026 0.090
N -3.504731 -3.302291 2.659808 0.182 0.068 0.051
O -3.538488 -3.080069 3.859287 -0.012 -0.069 -0.154
O -2.488288 -3.417669 2.008142 -0.128 -0.035 0.114
H -8.133655 -3.660872 0.097455 -0.001 -0.002 0.001
H -8.100172 -3.205143 2.525016 0.009 0.006 0.022
H -5.950348 -3.052933 3.722232 0.137 -0.006 -0.001
H -3.861090 -3.817886 0.058806 0.074 0.034 0.119
H -6.014621 -3.976979 -1.131963 0.025 0.000 -0.005
C -3.931905 4.293027 -5.675204 0.008 -0.004 -0.001
C -4.207774 4.114692 -7.024139 0.001 0.002 0.125
C -5.471102 3.714060 -7.427062 0.085 0.014 -0.228
C -6.444383 3.500835 -6.468073 0.212 0.079 0.061
C -6.185001 3.668119 -5.120533 -0.073 -0.006 0.253
C -4.918554 4.066280 -4.725434 0.100 0.015 -0.061
N -7.793260 3.095781 -6.893656 -0.185 -0.081 -0.059
O -7.984242 2.937444 -8.084542 0.024 0.023 0.166
O -8.635168 2.945218 -6.029288 0.117 0.014 -0.121
H -2.945349 4.610780 -5.363401 -0.001 -0.001 -0.001
H -3.438374 4.290372 -7.763211 -0.013 -0.008 -0.021
H -5.687693 3.574383 -8.475555 -0.138 -0.028 0.032
H -6.954065 3.494063 -4.382370 -0.091 -0.025 -0.101
H -4.701233 4.202927 -3.674229 -0.041 -0.006 0.013
```
Positions in Å, forces in eV/Å.

Summary:
LUMO energy	-0.87	eV
highest occupied orbital energy	-0.292	Ha
Kohn-Sham gap	7.06	eV
largest force on an atom	0.02397	hartree/bohr


Entry 2:
Molecular formula: C2H10NSi
Method: DFT, the ωB97M-V functional and the def2-TZVPD basis

```
14
Properties=species:S:1:pos:R:3:forces:R:3
C 2.140849 -0.014859 0.078040 2.336 -2.771 -2.675
C -0.282711 -0.098022 -0.690935 -2.757 -0.700 3.163
N 0.711961 0.092039 0.435500 -0.399 -0.301 2.135
Si -2.616779 0.177923 -0.008671 2.271 -4.194 -0.812
H 2.404271 -1.110371 -0.328122 -0.965 2.118 1.388
H 2.610546 0.537673 -0.755679 -1.465 0.613 0.161
H 2.785372 0.215695 0.892686 0.112 -0.089 1.073
H -0.139705 -1.087479 -1.059427 0.174 -0.264 -0.819
H -0.176795 0.748746 -1.236898 0.557 1.872 -2.557
H 0.621951 -0.768272 1.107823 -0.320 2.479 -0.948
H 0.570239 1.050822 0.951087 0.008 -2.502 -0.931
H -2.747566 -1.236425 0.692920 -0.132 1.506 -0.835
H -3.646500 0.429117 -1.037368 0.454 0.199 0.038
H -2.235127 1.063417 0.959049 0.124 2.035 1.619
```
Positions in Å, forces in eV/Å.

Summary:
LUMO energy	-3.65	eV
highest occupied orbital energy	-0.521	Ha
net charge	+1
relative energy (zero: lowest compared OMol25 entry of this formula, charge and spin)	424.6	kJ/mol
Kohn-Sham gap	10.54	eV
largest force on an atom	0.09409	hartree/bohr


Entry 3:
Molecular formula: C25H20Cl4PtSSb
Method: DFT, the ωB97M-V functional and the def2-TZVPD basis

```
52
Properties=species:S:1:pos:R:3:forces:R:3
Pt -2.200894 -2.400534 -0.771300 -0.027 -0.083 -0.007
Cl -0.326257 -3.710494 -0.515843 0.017 0.072 -0.071
C 0.324775 -3.232234 1.065520 0.061 -0.057 0.033
C 1.294210 -4.026830 1.628943 -0.014 -0.016 -0.009
C 1.762409 -3.661256 2.889573 -0.005 0.004 -0.002
C 1.257039 -2.552154 3.548034 0.000 -0.003 0.009
C 0.277822 -1.774311 2.945502 -0.028 -0.003 0.071
Cl -0.405705 -0.428053 3.767308 0.069 0.041 -0.021
C -0.191580 -2.106242 1.677402 -0.093 0.051 -0.045
S -1.445950 -1.102840 0.925343 0.019 0.033 0.085
H 1.661022 -4.914292 1.130307 0.000 0.001 -0.003
H 2.512662 -4.273989 3.371062 0.005 0.001 -0.003
H 1.602622 -2.294976 4.540331 -0.004 0.007 0.000
C -2.889733 4.621146 0.253437 -0.001 -0.006 0.026
C -2.617984 3.870584 1.394767 -0.015 0.025 -0.015
C -1.819640 2.743509 1.307618 -0.001 -0.015 -0.001
C -1.305991 2.388618 0.058052 -0.055 -0.106 0.032
C -1.578646 3.123021 -1.095733 -0.005 0.041 0.001
C -2.376183 4.253117 -0.983152 0.022 -0.028 -0.027
Sb -0.013235 0.787352 -0.106125 0.064 0.031 -0.147
C 0.413565 0.190106 -2.047072 0.070 0.105 -0.105
C 1.738307 0.327029 -2.465652 0.026 -0.058 0.093
C 2.057880 0.088607 -3.795431 -0.031 -0.024 -0.042
C 1.065660 -0.275695 -4.694236 -0.004 0.003 0.025
C -0.257720 -0.395166 -4.275786 0.071 -0.008 -0.016
C -0.589313 -0.154624 -2.954346 -0.132 0.012 0.027
C 1.673152 0.802017 1.072655 0.023 -0.107 0.107
C 2.619991 -0.213885 0.910601 0.013 -0.001 0.007
C 3.768860 -0.181300 1.682524 -0.014 0.007 0.002
C 3.957235 0.845920 2.602850 -0.007 0.010 -0.002
C 3.006753 1.848739 2.759025 0.024 -0.013 -0.001
C 1.850602 1.833001 1.996059 -0.021 0.029 -0.028
H -3.508638 5.505048 0.332067 0.001 0.000 0.003
H -3.025738 4.170544 2.350533 0.002 -0.003 0.002
H -1.607011 2.158301 2.195669 0.006 0.013 -0.001
H -1.168435 2.840553 -2.058255 -0.003 0.006 -0.008
H -2.590599 4.847443 -1.860873 -0.001 0.002 0.002
H 2.520138 0.621432 -1.776388 0.004 0.016 0.001
H 3.081671 0.196091 -4.126903 0.001 0.001 -0.001
H 1.317953 -0.454381 -5.730969 0.005 -0.001 0.001
H -1.027307 -0.654805 -4.990332 -0.006 0.006 0.001
H -1.630318 -0.206731 -2.653161 0.004 0.031 0.034
H 2.478042 -1.007371 0.184712 0.006 0.002 0.003
H 4.524078 -0.946271 1.561189 -0.001 -0.002 -0.002
H 4.860528 0.870018 3.198131 0.001 0.002 0.000
H 3.170595 2.646968 3.469923 -0.001 0.004 0.001
H 1.116785 2.621738 2.111247 -0.007 0.000 0.001
Cl -3.400376 -3.659422 -2.455257 0.007 -0.018 -0.025
C -4.859577 -2.690857 -2.063387 -0.023 -0.037 0.016
Cl -4.235279 -1.282201 -1.112439 -0.041 0.026 0.013
H -5.516993 -3.270193 -1.423164 0.004 -0.001 -0.006
H -5.325257 -2.329794 -2.974603 0.013 0.008 -0.008
```
Positions in Å, forces in eV/Å.

Summary:
LUMO energy	-11.14	eV
highest occupied orbital energy	-0.646	Ha
net charge	+3
relative energy (zero: lowest compared OMol25 entry of this formula, charge and spin)	0.0	kJ/mol
Kohn-Sham gap	6.45	eV
largest force on an atom	0.00319	hartree/bohr